No. 1
Density functional theory data (ωB97M-V with the def2-TZVPD basis set) for 3 unconnected molecules or ions with the total composition C4H10O2.

Computed properties:
Expectation value of S²: 0.758
Spin multiplicity: 2
Energy relative to the best compared isomer or geometry (same formula, charge and spin) in eV: 2.4405
Kohn-Sham gap (spin up / spin down) in eV: 6.55 / 5.54
LUMO level (spin up / spin down) in Eh: 0.1439 / 0.1084
Charge: -1

Each line ends with the Mulliken spin population.
Geometry (Å):
C: 0.0997 0.1494 1.5466  0.08
O: -2.0312 -0.9314 0.0560  0.01
C: 1.0606 0.9146 0.6404  0.05
C: 1.5112 0.2068 1.9688  0.21
C: -0.7191 -0.3077 -2.5690  0.00
O: 1.5799 0.3792 -0.4094  0.63
H: -1.7475 -0.4999 -2.8679  0.00
H: -0.3982 -0.7092 1.0448  0.00
H: -0.6109 0.6965 2.1560  0.01
H: 1.0408 2.0041 0.7125  0.00
H: 1.8503 0.9235 2.7017  0.01
H: 2.0915 -0.6847 1.8137  -0.01
H: -0.3425 -1.1587 -2.0220  0.00
H: -0.6885 0.6128 -2.0025  0.00
H: -0.1222 -0.2061 -3.4791  0.00
H: -2.5739 -1.3891 0.7096  0.00

---

No. 2
Density functional theory data (ωB97M-V with the def2-TZVPD basis set) for 5 unconnected molecules or ions with the total composition H10O4S2.

Computed properties:
Spin multiplicity: 1
SMILES: SS.O.O.O.O
Energy relative to the best compared isomer or geometry (same formula, charge and spin) in eV: 0.0000
Kohn-Sham gap in eV: 9.99
LUMO level in Eh: 0.0125

Each line ends with the Mulliken charge.
Geometry (Å):
S: 2.0221 -1.8856 -0.4188  -0.14
S: 2.7439 0.0442 -0.4528  -0.21
H: 2.3174 -2.2903 0.8299  0.16
H: 1.6814 0.6577 0.0896  0.19
O: -0.4061 0.3574 -2.0481  -0.65
H: 0.4618 0.0965 -1.7133  0.26
H: -0.9589 -0.4105 -1.8542  0.35
O: -0.4461 2.5266 -0.3048  -0.70
H: -1.2615 2.9534 -0.0169  0.31
H: -0.6389 2.1297 -1.1660  0.37
O: -0.4635 0.2926 1.3670  -0.63
H: -0.0338 0.6058 2.1685  0.29
H: -0.4615 1.0409 0.7403  0.37
O: -1.6456 -2.1731 0.5751  -0.63
H: -1.4781 -2.6853 1.3813  0.28
H: -1.4325 -1.2601 0.8232  0.38